C4H9NO in the gas phase in a non-equilibrium geometry. Source: the Open Molecules 2025 dataset; level of theory: ωB97M-V/def2-TZVPD.

Cartesian coordinates (Å):
H 0.924 0.828 2.153
N 1.442 0.692 1.287
C 0.772 0.304 0.288
C 1.499 -0.131 -0.950
C -0.742 0.549 0.112
C -1.362 -0.732 0.664
O -1.155 0.833 -1.201
H 1.382 0.619 -1.732
H 2.555 -0.247 -0.728
H 1.092 -1.072 -1.318
H -1.035 1.413 0.716
H -1.174 -1.587 0.016
H -2.427 -0.608 0.834
H -0.748 -0.913 1.609
H -1.024 0.051 -1.749

Output
HOMO-LUMO gap: 10.070 eV
SMILES string: [H]/N=C(/C)[C@H](C)O
Maximum force: 0.0479 Eh/bohr
2S+1: 1
Energy: -7830.6994 eV

Results of the Löwdin charge analysis, in e, for atoms 1 through 4: 0.054, 0.137, -0.412, -0.041